Record 1
Here is a 16-piece molecular cluster, C96H214N22O16 overall from OMol25. Energies are from wB97M-V/def2-TZVPD.

Geometry as XYZ:
```
348
Properties=species:S:1:pos:R:3:mulliken_charge:R:1
C 2.411 2.246 6.155 -1.53
C 2.496 2.774 4.723 2.16
C 1.025 2.979 4.230 0.55
C 0.370 4.138 5.008 -1.35
C 1.203 5.399 4.643 -1.04
C 2.591 5.346 5.206 1.89
N 3.239 4.125 4.701 1.33
O 4.492 4.005 5.303 -0.62
C 3.512 6.457 4.643 -1.81
C 2.521 5.451 6.726 -2.08
C 3.247 1.778 3.870 -1.24
H 3.413 1.860 6.465 0.30
H 1.701 1.440 6.148 0.07
H 1.998 2.959 6.896 0.39
H 0.909 3.372 3.242 -0.44
H 0.451 2.019 4.402 -0.73
H 0.426 4.016 6.065 0.73
H -0.657 4.304 4.721 0.38
H 0.662 6.330 5.066 0.65
H 1.222 5.469 3.505 -0.31
H 3.047 7.403 4.975 0.53
H 4.590 6.354 4.905 0.41
H 3.543 6.436 3.538 0.01
H 3.117 4.720 7.299 0.31
H 3.011 6.336 7.082 0.55
H 1.523 5.411 7.143 0.33
H 4.262 1.793 4.185 0.74
H 3.265 2.136 2.884 0.07
H 2.789 0.778 4.030 -0.58
H 5.135 4.209 4.583 0.32
C 6.612 3.518 1.016 -1.26
C 7.551 2.493 1.671 2.35
C 6.815 1.507 2.565 -1.32
C 5.952 0.455 1.775 0.29
C 6.919 -0.326 0.832 -2.06
C 7.686 0.604 -0.121 2.53
N 8.287 1.728 0.650 -0.02
O 8.739 2.661 -0.382 -0.52
C 8.859 -0.159 -0.695 -2.44
C 6.754 1.080 -1.238 -0.80
C 8.611 3.236 2.464 -2.00
H 6.159 3.220 0.128 0.16
H 7.169 4.391 0.694 0.56
H 5.836 3.828 1.783 -0.17
H 7.490 0.976 3.247 0.46
H 6.115 1.986 3.253 -0.08
H 5.191 0.989 1.162 -0.89
H 5.435 -0.207 2.390 1.56
H 6.347 -0.976 0.206 0.23
H 7.482 -0.974 1.456 0.55
H 9.603 -0.107 0.046 0.63
H 8.546 -1.162 -0.970 0.37
H 9.158 0.374 -1.600 0.36
H 5.873 1.626 -0.932 -0.44
H 7.196 1.900 -1.752 0.97
H 6.558 0.303 -2.047 -0.43
H 9.445 2.601 2.711 0.49
H 8.108 3.665 3.344 0.30
H 8.962 4.130 1.962 0.41
H 9.701 2.556 -0.325 0.36
C -1.733 -5.597 0.810 -0.13
C -1.266 -6.784 1.722 3.03
C -2.389 -7.666 2.153 -1.05
C -2.897 -8.678 1.088 -0.41
C -1.683 -9.381 0.504 -1.25
C -0.639 -8.461 -0.097 1.89
N -0.222 -7.630 1.074 -0.51
O 0.772 -6.694 0.615 0.32
C 0.704 -9.243 -0.324 -1.99
C -0.924 -7.675 -1.400 -1.01
C -0.558 -6.204 2.904 -2.21
H -0.887 -5.078 0.329 -0.17
H -2.229 -4.859 1.407 -0.01
H -2.494 -5.855 0.044 -0.08
H -2.014 -8.206 3.033 0.51
H -3.206 -6.955 2.445 -0.28
H -3.394 -8.091 0.253 0.04
H -3.497 -9.490 1.452 0.55
H -1.935 -10.110 -0.276 0.43
H -1.185 -9.846 1.400 0.34
H 1.519 -8.649 -0.716 0.15
H 1.018 -9.860 0.545 0.35
H 0.514 -10.007 -1.096 0.51
H -0.144 -7.047 -1.749 0.00
H -1.102 -8.334 -2.281 0.58
H -1.832 -7.029 -1.300 0.00
H 0.155 -5.411 2.712 -0.16
H 0.014 -6.990 3.410 0.68
H -1.300 -5.872 3.667 0.37
H 1.417 -6.788 1.339 0.03
C -5.699 -4.229 3.428 -1.89
C -5.394 -3.225 2.279 1.70
C -5.021 -3.967 0.955 0.19
C -6.262 -4.605 0.399 -1.16
C -7.271 -3.492 0.043 -1.15
C -7.819 -2.810 1.330 1.73
N -6.556 -2.311 1.976 1.26
O -6.921 -1.603 3.087 -0.61
C -8.605 -1.636 0.824 -1.55
C -8.600 -3.624 2.380 -2.00
C -4.168 -2.356 2.650 -1.68
H -5.862 -3.673 4.372 0.44
H -4.867 -4.880 3.584 0.36
H -6.487 -4.878 3.258 0.47
H -4.537 -3.253 0.284 0.04
H -4.307 -4.742 1.283 -1.17
H -6.793 -5.275 1.081 0.67
H -5.997 -5.180 -0.495 0.54
H -8.183 -3.856 -0.452 0.51
H -6.809 -2.742 -0.545 -0.12
H -9.371 -1.916 0.067 0.35
H -9.169 -1.068 1.562 0.47
H -7.826 -0.951 0.374 0.02
H -9.610 -3.741 2.041 0.58
H -8.145 -4.623 2.525 0.26
H -8.683 -3.058 3.292 0.30
H -3.896 -1.621 1.932 -0.27
H -3.297 -2.991 2.813 0.00
H -4.279 -1.879 3.611 0.98
H -6.900 -2.220 3.813 0.32
C -4.636 -1.074 -2.682 -0.68
C -4.778 -2.058 -3.865 2.26
C -4.306 -1.445 -5.203 -0.65
C -4.038 -2.480 -6.309 -0.84
C -2.926 -3.437 -5.860 -1.20
C -3.393 -4.170 -4.611 1.74
N -3.936 -3.300 -3.526 0.19
O -4.567 -4.069 -2.441 0.46
C -4.360 -5.320 -4.974 -2.17
C -2.192 -4.903 -4.016 -1.95
C -6.369 -2.458 -3.801 -1.28
H -3.774 -0.398 -2.942 -0.58
H -4.358 -1.628 -1.772 -0.61
H -5.541 -0.474 -2.611 0.85
H -5.043 -0.742 -5.479 0.57
H -3.441 -0.812 -4.974 -0.44
H -3.760 -1.977 -7.253 0.40
H -4.953 -3.033 -6.448 0.41
H -2.010 -2.867 -5.722 0.12
H -2.787 -4.216 -6.576 0.55
H -4.650 -5.826 -4.070 0.45
H -5.358 -4.962 -5.313 0.40
H -3.971 -5.971 -5.742 0.48
H -1.717 -5.647 -4.691 0.45
H -1.374 -4.141 -3.921 0.03
H -2.553 -5.279 -3.075 0.46
H -7.029 -1.564 -3.971 0.37
H -6.516 -2.823 -2.819 0.25
H -6.833 -3.288 -4.436 0.19
H -5.230 -4.650 -2.852 0.12
C 1.127 5.287 -5.231 -1.33
C 2.608 4.831 -5.697 1.76
C 3.611 5.909 -5.345 -0.92
C 5.114 5.441 -5.521 -0.88
C 5.289 4.182 -4.587 -1.58
C 4.264 3.112 -4.971 1.37
N 2.796 3.604 -4.823 0.24
O 1.920 2.551 -5.171 1.14
C 4.508 2.355 -6.336 -1.26
C 4.305 2.020 -3.808 -0.77
C 2.558 4.554 -7.207 -1.28
H 0.427 4.502 -5.503 -0.16
H 0.939 6.241 -5.715 0.61
H 0.969 5.499 -4.179 0.05
H 3.374 6.728 -6.026 0.51
H 3.479 6.160 -4.245 -0.20
H 5.767 6.264 -5.273 0.56
H 5.280 5.058 -6.560 0.29
H 5.268 4.389 -3.553 0.34
H 6.210 3.685 -4.709 0.67
H 3.607 1.747 -6.609 0.05
H 4.753 3.022 -7.133 0.42
H 5.342 1.642 -6.182 0.43
H 3.837 1.103 -4.147 -0.35
H 5.282 1.796 -3.414 0.72
H 3.868 2.587 -2.964 -0.60
H 2.029 5.356 -7.753 0.51
H 1.960 3.630 -7.439 -0.10
H 3.513 4.380 -7.718 0.29
H 1.132 2.536 -4.543 -0.67
C 0.039 -3.410 5.407 -2.12
C 0.556 -1.948 5.569 2.92
C -0.109 -1.077 4.504 0.89
C -1.594 -0.889 4.712 1.27
C -1.812 -0.159 6.039 -1.61
C -1.180 -0.992 7.183 1.78
N 0.223 -1.279 6.877 0.65
O 0.792 -2.105 7.902 -0.60
C -1.136 -0.150 8.483 -1.74
C -1.972 -2.239 7.459 -1.61
C 2.053 -1.927 5.462 -1.61
H -0.968 -3.509 4.969 -0.05
H 0.074 -3.944 6.330 0.60
H 0.693 -3.969 4.749 0.30
H 0.362 -0.070 4.540 -1.11
H 0.114 -1.463 3.522 -0.37
H -2.002 -1.897 4.691 -0.78
H -2.083 -0.361 3.904 -0.04
H -2.869 -0.173 6.322 0.58
H -1.446 0.892 5.923 0.12
H -0.307 0.608 8.343 0.26
H -2.093 0.334 8.576 0.45
H -0.936 -0.760 9.375 0.35
H -2.853 -1.958 8.053 0.46
H -2.302 -2.668 6.497 0.13
H -1.425 -3.023 8.009 0.30
H 2.369 -2.103 4.442 -0.01
H 2.564 -2.748 6.042 0.42
H 2.380 -0.893 5.785 0.26
H 1.630 -1.641 8.087 0.34
C -0.510 4.714 0.531 -0.47
C -0.183 5.726 -0.568 1.70
C -0.215 7.128 -0.006 -1.47
C 0.908 7.384 1.041 0.20
C 2.264 7.255 0.306 -1.61
C 2.369 5.823 -0.312 1.89
N 1.159 5.678 -1.234 0.02
O 1.221 4.263 -1.804 2.76
C 3.501 5.930 -1.336 -1.62
C 2.618 4.744 0.721 0.21
C -1.158 5.490 -1.662 -0.87
H -1.549 4.777 0.819 0.50
H -0.055 4.866 1.528 -0.25
H -0.322 3.694 0.190 -0.59
H -0.195 7.929 -0.783 0.27
H -1.144 7.212 0.512 0.59
H 0.751 6.587 1.776 -0.32
H 0.817 8.325 1.645 0.43
H 3.122 7.460 0.917 0.63
H 2.188 8.071 -0.392 0.35
H 3.365 6.772 -2.039 0.46
H 4.448 6.038 -0.842 0.61
H 3.672 5.023 -1.873 -0.24
H 3.673 4.621 0.825 0.61
H 2.043 5.025 1.602 -0.57
H 2.321 3.793 0.307 -1.06
H -2.244 5.572 -1.516 0.39
H -0.864 4.490 -2.133 -1.36
H -1.049 6.203 -2.470 0.77
H 1.762 4.199 -2.627 -1.09
C -5.229 3.443 3.625 -2.25
C -4.957 3.078 2.153 2.60
C -5.126 1.547 1.949 -1.01
C -5.227 1.184 0.427 1.39
C -6.352 2.002 -0.128 -2.56
C -6.115 3.490 -0.049 2.68
N -5.961 3.824 1.348 0.08
O -5.586 5.181 1.361 -0.54
C -5.067 3.991 -0.993 -2.22
C -7.454 4.119 -0.392 -1.66
C -3.553 3.398 1.772 -1.10
H -6.263 3.213 3.905 0.47
H -5.021 4.480 3.845 0.43
H -4.655 2.847 4.330 0.28
H -4.247 0.969 2.359 -0.56
H -5.960 1.075 2.524 0.45
H -5.469 0.123 0.291 -0.41
H -4.237 1.344 0.082 -0.61
H -7.225 1.857 0.451 0.85
H -6.532 1.733 -1.150 0.23
H -4.611 4.981 -0.817 0.27
H -4.398 3.205 -1.109 0.44
H -5.457 4.072 -1.994 0.48
H -7.375 5.199 -0.121 0.40
H -7.585 4.123 -1.501 0.30
H -8.182 3.587 0.170 0.50
H -3.240 4.414 2.061 0.62
H -3.384 3.322 0.681 -0.13
H -2.897 2.726 2.328 0.23
H -6.343 5.707 1.393 0.43
C -0.243 -2.557 0.195 0.52
C -0.498 -1.271 -0.712 2.71
C -1.354 -0.247 -0.005 0.70
C -0.655 0.363 1.199 0.30
C 0.574 0.985 0.638 0.56
C 1.522 0.011 -0.099 2.50
N 0.823 -0.639 -1.196 0.76
O 1.714 -1.489 -1.798 1.41
C 2.700 0.894 -0.649 -0.09
C 2.074 -0.959 0.966 -0.17
C -1.178 -1.764 -1.913 -1.24
H -0.540 -2.324 1.226 -0.76
H 0.805 -2.833 0.133 -0.07
H -0.929 -3.305 -0.195 -1.01
H -1.623 0.548 -0.740 -0.63
H -2.225 -0.854 0.247 -0.45
H -0.320 -0.422 1.884 -1.25
H -1.303 1.060 1.701 0.71
H 1.128 1.469 1.465 -0.53
H 0.286 1.686 -0.096 -1.21
H 3.397 1.174 0.171 -0.83
H 3.348 0.224 -1.262 -0.67
H 2.523 1.737 -1.341 0.07
H 2.563 -0.237 1.617 0.13
H 1.318 -1.538 1.460 -0.21
H 2.819 -1.657 0.497 -0.95
H -2.129 -2.282 -1.710 -0.38
H -0.541 -2.466 -2.375 0.96
H -1.295 -1.007 -2.720 -0.55
H 1.980 -2.244 -1.229 -0.72
C -1.464 1.821 -3.691 0.05
O -1.805 0.844 -4.371 -0.48
N -0.382 1.799 -2.828 1.56
N -2.129 2.940 -3.760 -0.12
H -0.273 2.521 -2.123 -1.37
H -0.045 0.910 -2.520 -0.75
H -3.042 2.869 -4.211 0.36
H -1.937 3.769 -3.221 0.28
C 3.230 -5.569 2.009 0.55
O 2.474 -6.222 2.720 -0.63
N 3.365 -4.198 2.156 -0.34
N 4.003 -6.131 0.966 -0.24
H 3.318 -3.750 1.238 -0.02
H 2.704 -3.781 2.790 0.25
H 4.663 -5.629 0.403 0.15
H 4.067 -7.139 1.006 0.25
C 2.105 -0.933 -5.596 -0.03
O 3.169 -1.502 -5.140 -0.80
N 1.172 -0.533 -4.652 1.24
N 1.804 -0.638 -6.921 -0.27
H 1.457 -0.927 -3.748 -0.71
H 0.151 -0.458 -4.746 -0.38
H 0.832 -0.470 -7.234 0.29
H 2.296 -1.344 -7.442 0.32
C -1.234 0.996 -7.306 0.65
O -0.874 -0.182 -7.385 -0.74
N -2.568 1.322 -7.497 -0.50
N -0.457 2.089 -7.151 -0.15
H -2.846 2.322 -7.537 0.24
H -3.266 0.705 -7.130 0.21
H 0.517 1.972 -6.975 -0.16
H -0.928 2.844 -6.733 0.14
C 5.944 -1.640 -3.349 0.05
O 7.061 -1.728 -2.859 -0.73
N 4.823 -1.724 -2.589 0.93
N 5.839 -1.637 -4.700 -0.25
H 3.952 -1.439 -2.971 -0.24
H 4.925 -1.542 -1.590 -0.39
H 4.935 -1.390 -5.171 0.28
H 6.735 -1.517 -5.185 0.25
C 2.832 -4.585 -1.690 0.19
O 3.007 -3.679 -0.817 -0.35
N 1.902 -5.587 -1.721 -0.07
N 3.627 -4.556 -2.798 -0.35
H 2.361 -6.357 -2.179 0.24
H 1.394 -5.840 -0.872 0.01
H 3.485 -5.221 -3.529 0.20
H 3.937 -3.654 -3.120 -0.02
```

Results
* charge: 0
* HOMO: -8.27 eV
* LUMO level: 0.23 eV
* Kohn-Sham gap: 0.31244 Ha
* max |F|: 3.7 eV/A


Record 2
Here is C9H10 as an isolated structure from OMol25. Energies are from wB97M-V/def2-TZVPD.

Geometry as XYZ:
```
19
Properties=species:S:1:pos:R:3:mulliken_charge:R:1
C -1.914 -0.454 1.492 -0.32
C -1.933 -0.466 0.138 -1.00
C -0.562 0.031 2.132 -1.21
C 1.513 -0.617 0.191 -0.45
C 0.156 1.161 -0.180 -0.73
C -0.612 -0.068 -0.320 0.68
C 0.280 0.029 0.875 0.33
C 0.715 -0.010 -0.975 0.55
C 1.105 0.120 -2.394 -1.36
H -2.876 -0.519 2.084 0.32
H -2.790 -0.665 -0.503 0.39
H -0.639 0.948 2.642 0.34
H -0.194 -0.659 2.788 0.40
H 2.448 -0.046 0.296 0.30
H 1.501 -1.688 0.086 0.35
H 0.025 2.147 -0.355 0.49
H 1.778 -0.686 -2.883 0.27
H 1.770 1.079 -2.282 0.25
H 0.229 0.362 -2.832 0.42
```

Results
* charge: 0
* HOMO: -8.23 eV
* LUMO level: 1.05 eV
* Kohn-Sham gap: 0.34110 Ha
* max |F|: 5.3 eV/A


Record 3
Here is C9H10AlF4NO3 as an isolated structure from OMol25. Energies are from wB97M-V/def2-TZVPD.

Geometry as XYZ:
```
28
Properties=species:S:1:pos:R:3:mulliken_charge:R:1
O -2.903 1.825 2.067 -0.45
C -1.886 1.338 1.512 0.27
O -0.716 1.003 2.275 -0.37
C -1.759 1.091 -0.065 0.50
C -2.709 1.671 -1.147 -0.49
C -2.410 1.356 -2.634 -0.24
N -1.286 0.522 -3.055 -0.04
C -0.336 -0.062 -2.105 0.15
C 0.886 -0.924 -2.662 -0.65
C 1.539 -1.814 -1.339 0.00
C 1.610 -3.479 -1.610 -0.69
O 0.564 -2.730 -0.634 -0.34
C -0.556 0.213 -0.584 -0.13
H -0.625 0.023 2.331 0.35
H -3.570 2.335 -0.799 0.39
H -3.121 1.808 -3.410 0.34
H -1.196 0.396 -4.077 0.31
H 1.751 -0.280 -3.048 0.34
H 0.598 -1.732 -3.413 0.35
H 2.439 -1.316 -0.720 0.32
H 0.733 -3.996 -2.120 0.34
H 2.143 -3.856 -0.659 0.34
H 0.151 -0.178 0.237 0.37
F 0.566 0.964 5.870 -0.47
Al 2.133 1.358 5.135 0.85
F 2.281 3.118 4.962 -0.47
F 2.238 0.594 3.529 -0.46
F 3.442 0.750 6.167 -0.45
```

Results
* charge: 0
* HOMO: -9.93 eV
* LUMO level: -3.64 eV
* Kohn-Sham gap: 0.23121 Ha
* max |F|: 6.4 eV/A


Record 4
Here is C9H10BrFN3O as an isolated structure from OMol25. Energies are from wB97M-V/def2-TZVPD.

Geometry as XYZ:
```
25
Properties=species:S:1:pos:R:3:mulliken_charge:R:1
C 1.822 -1.581 -0.129 -0.79
C 3.186 -1.414 -0.131 -0.26
C 2.979 0.921 0.322 -0.70
C 1.046 -0.436 0.103 0.07
C 1.579 0.796 0.203 0.61
C 3.744 -0.171 0.044 0.02
C -0.919 -0.929 -1.258 -0.46
C -1.360 -0.235 0.978 -0.69
C -3.283 0.179 -0.512 -0.60
N -0.420 -0.607 -0.139 0.34
N -1.845 2.256 0.132 0.45
N -2.450 0.621 0.529 -0.11
O -2.341 2.567 -0.850 -0.14
F 0.866 1.901 0.375 -0.24
Br 5.569 0.025 -0.087 -0.12
H 1.437 -2.597 -0.216 0.41
H 3.903 -2.327 -0.210 0.31
H 3.249 1.869 0.505 0.63
H -0.302 -1.053 -2.138 0.30
H -1.804 -1.094 1.462 0.32
H -0.996 0.328 1.909 0.33
H -4.049 -0.565 -0.153 0.32
H -4.017 1.040 -0.771 0.31
H -2.632 -0.396 -1.362 0.27
H -2.960 0.903 1.393 0.39
```

Results
* charge: +1
* HOMO: -11.74 eV
* LUMO level: -5.63 eV
* Kohn-Sham gap: 0.22463 Ha
* max |F|: 4.3 eV/A


Record 5
Here is C9H10Cl3NO2Y as an isolated structure from OMol25. Energies are from wB97M-V/def2-TZVPD.

Geometry as XYZ:
```
26
Properties=species:S:1:pos:R:3:mulliken_charge:R:1
C -0.436 0.986 -2.502 -0.71
C 0.946 1.007 -2.202 -0.38
C 1.143 1.701 -0.980 -0.40
C -0.139 2.144 -0.516 -0.57
C -1.120 1.700 -1.469 -0.40
Y -0.449 -0.336 -0.258 0.84
N -3.864 0.057 -0.452 -0.57
C 0.629 -2.082 -0.939 -0.64
C 1.937 -1.891 -1.302 -0.92
H 2.106 2.010 -0.568 0.36
H 1.758 0.620 -2.831 0.46
H -0.308 2.785 0.356 0.45
H -2.205 1.892 -1.409 0.43
H -0.897 0.539 -3.401 0.37
H 2.283 -1.793 -2.339 0.30
H 0.445 -2.604 0.011 0.36
H -3.810 -0.995 -0.564 0.00
H 2.736 -2.206 -0.618 0.23
H -0.093 -2.130 -1.749 0.35
Cl 0.806 -1.512 4.734 -0.13
C -0.095 -0.185 4.003 0.64
Cl -1.796 -0.243 4.502 -0.12
Cl 0.652 1.378 4.429 -0.15
C -0.058 -0.280 2.440 0.63
O 0.839 -0.909 1.779 -0.73
O -1.009 0.346 1.843 -0.70
```

Results
* charge: -1
* HOMO (alpha / beta): -3.60 / -2.13 eV
* LUMO level (alpha / beta): 2.57 / 2.58 eV
* Kohn-Sham gap (alpha / beta): 0.22677 / 0.17285 Ha
* max |F|: 3.2 eV/A


Record 6
Here is an isolated molecule of C9H10ClNOS from OMol25. Energies are from wB97M-V/def2-TZVPD.

Geometry as XYZ:
```
23
Properties=species:S:1:pos:R:3:mulliken_charge:R:1
C 1.897 -1.413 -1.460 -0.44
C 1.825 -1.823 -0.151 -0.50
C 1.301 -0.215 -1.909 -0.63
C 1.069 -1.042 0.697 -0.27
C 0.541 0.580 -1.026 0.02
C 0.392 0.116 0.262 0.12
C -1.732 0.071 1.255 -0.92
C -0.799 2.187 1.030 -0.48
C -2.608 0.727 -0.232 -0.06
N -0.578 0.793 1.131 -0.04
O -3.246 3.167 0.808 -0.61
S -2.255 2.538 -0.071 0.41
Cl -4.267 0.266 -0.391 -0.16
H 2.644 -1.914 -2.089 0.33
H 1.982 -2.888 0.112 0.31
H 1.412 0.348 -2.833 0.33
H 0.884 -1.335 1.754 0.35
H 0.013 1.364 -1.554 0.40
H -2.401 0.352 2.067 0.41
H -1.761 -1.050 1.261 0.39
H -1.263 2.649 1.959 0.33
H 0.235 2.671 0.657 0.38
H -1.957 0.267 -1.008 0.31
```

Results
* charge: 0
* HOMO: -8.64 eV
* LUMO level: 0.61 eV
* Kohn-Sham gap: 0.34017 Ha
* max |F|: 4.7 eV/A


Record 7
Here is C9H10CoN2O as an isolated structure from OMol25. Energies are from wB97M-V/def2-TZVPD.

Geometry as XYZ:
```
23
Properties=species:S:1:pos:R:3:lowdin_spin:R:1
C 0.536 -1.083 -1.512 0.05
C 1.318 0.113 -1.473 0.05
C 0.477 1.204 -1.850 0.03
C -0.830 0.688 -2.120 0.02
C -0.801 -0.725 -1.898 0.02
Co -0.418 0.347 0.028 2.42
C 0.855 0.872 1.449 0.07
C 0.713 -0.570 1.571 0.02
C 1.705 -1.445 2.012 0.02
N -0.386 -1.147 1.063 0.12
H 0.780 2.237 -1.958 0.00
H 2.373 0.171 -1.224 0.01
H -1.689 1.258 -2.450 0.00
H -1.637 -1.412 -2.003 0.00
H 0.875 -2.090 -1.276 0.01
H 1.705 1.240 0.865 0.01
H -1.081 -1.582 1.698 0.02
H 0.546 1.533 2.266 0.01
H 2.654 -1.056 2.375 0.00
H 1.548 -2.496 1.766 0.00
O -4.206 1.634 1.111 0.01
C -3.085 1.301 0.895 0.03
N -1.950 1.009 0.664 0.06
```

Results
* charge: -2
* HOMO (alpha / beta): 2.11 / 1.07 eV
* LUMO level (alpha / beta): 6.22 / 6.21 eV
* spin multiplicity: 4
* Kohn-Sham gap (alpha / beta): 0.15128 / 0.18876 Ha
* max |F|: 6.1 eV/A